# 1
{"formula": "C6H24O6", "method": "the ωB97M-V functional and the def2-TZVPD basis", "symbols": ["C", "O", "H", "H", "H", "H", "C", "O", "H", "H", "H", "H", "C", "O", "H", "H", "H", "H", "C", "O", "H", "H", "H", "H", "C", "O", "H", "H", "H", "H", "C", "O", "H", "H", "H", "H"], "positions_angstrom": [[-1.771, 2.468, -0.804], [-1.950, 3.790, -0.239], [-1.023, 2.559, -1.592], [-1.390, 1.751, -0.078], [-2.675, 2.170, -1.336], [-2.792, 4.166, -0.504], [1.191, -2.097, 1.504], [0.206, -1.483, 2.274], [1.866, -2.634, 2.171], [0.726, -2.785, 0.799], [1.723, -1.346, 0.920], [0.204, -1.811, 3.177], [2.360, 1.737, -0.385], [3.245, 2.874, -0.630], [2.701, 1.183, 0.490], [1.333, 2.062, -0.215], [2.480, 1.076, -1.243], [3.835, 2.953, 0.123], [-3.349, 0.264, 0.567], [-2.646, 0.234, 1.794], [-4.020, 1.123, 0.549], [-2.787, 0.226, -0.365], [-3.946, -0.640, 0.443], [-1.730, 0.049, 1.575], [-0.287, -0.343, -0.170], [-0.931, -0.476, 1.070], [-0.990, 0.120, -0.862], [0.543, 0.327, 0.057], [-0.014, -1.370, -0.414], [-0.401, -0.849, 1.778], [1.601, -2.307, -1.937], [2.206, -2.849, -0.822], [0.582, -1.979, -1.731], [2.067, -1.395, -2.310], [1.629, -2.963, -2.807], [2.201, -3.808, -0.849]], "mulliken_charge": [-0.39, -0.56, 0.33, -0.09, 0.41, 0.30, -0.72, -0.30, 0.36, 0.30, 0.17, 0.36, -0.49, -0.54, 0.31, 0.25, 0.15, 0.32, -0.59, -0.73, 0.25, 0.12, 0.30, 0.69, -0.89, -1.04, 0.66, -0.08, 0.28, 0.65, -0.53, -0.48, 0.34, 0.19, 0.42, 0.30], "lumo_energy_ev": 0.2, "e_above_lowest_kj_mol": 969.3, "orbital_gap_ev": 8.08, "charge": 0}

---

# 2
{"formula": "C6H24O6", "method": "the ωB97M-V functional and the def2-TZVPD basis", "symbols": ["O", "H", "H", "O", "H", "H", "O", "H", "H", "C", "C", "O", "H", "H", "H", "H", "H", "H", "C", "C", "O", "H", "H", "H", "H", "H", "H", "C", "C", "O", "H", "H", "H", "H", "H", "H"], "positions_angstrom": [[0.993, 0.607, 0.955], [0.512, 0.117, 0.287], [1.278, 1.405, 0.509], [1.183, 1.999, -1.604], [2.069, 1.642, -1.545], [1.248, 2.694, -2.259], [1.631, 1.108, 3.711], [1.520, 0.781, 2.818], [1.510, 2.054, 3.637], [-2.017, -1.709, -2.428], [-2.135, -1.622, -0.941], [-1.166, -0.862, -0.375], [-1.133, -2.288, -2.696], [-2.130, -0.793, -3.007], [-2.833, -2.284, -2.864], [-2.106, -2.630, -0.527], [-3.085, -1.289, -0.523], [-1.487, 0.042, -0.335], [-1.842, 3.474, 1.262], [-1.735, 3.679, -0.320], [-1.615, 2.403, -0.826], [-1.761, 4.401, 1.829], [-1.071, 2.915, 1.794], [-2.754, 3.062, 1.693], [-0.945, 4.367, -0.621], [-2.665, 4.151, -0.639], [-0.736, 2.320, -1.203], [2.058, -2.812, -0.315], [2.737, -3.666, 0.680], [2.133, -3.268, 1.968], [1.004, -2.658, -0.086], [2.029, -3.345, -1.265], [2.487, -1.825, -0.491], [3.825, -3.642, 0.617], [2.481, -4.702, 0.461], [2.519, -3.826, 2.647]], "mulliken_charge": [-0.55, 0.32, 0.26, -0.62, 0.28, 0.25, -0.63, 0.42, 0.27, -0.97, -0.41, -0.37, 0.22, 0.27, 0.40, 0.26, 0.40, 0.18, -1.00, -0.29, -0.40, 0.40, 0.21, 0.31, 0.32, 0.22, 0.25, -0.88, -0.25, -0.50, 0.16, 0.39, 0.23, 0.30, 0.25, 0.27], "lumo_energy_ev": 0.0, "smiles": "CCO.CCO.CCO.O.O.O", "e_above_lowest_kj_mol": 221.3, "orbital_gap_ev": 10.09, "charge": 0}

---

# 3
{"formula": "C6H24O8V", "method": "the ωB97M-V functional and the def2-TZVPD basis", "symbols": ["O", "V", "O", "O", "H", "H", "O", "H", "H", "O", "H", "H", "O", "H", "H", "C", "C", "C", "O", "H", "H", "H", "H", "H", "H", "H", "H", "C", "C", "C", "O", "H", "H", "H", "H", "H", "H", "H", "H"], "positions_angstrom": [[0.427, -2.850, -0.312], [-0.003, -2.355, 1.142], [-1.186, -1.306, 1.019], [1.846, -3.600, 1.981], [1.545, -4.421, 2.370], [2.732, -3.482, 2.324], [-1.305, -4.177, 1.563], [-1.102, -5.080, 1.317], [-2.235, -4.191, 1.786], [1.609, -0.645, 0.821], [1.564, 0.110, 0.234], [2.295, -0.420, 1.449], [0.015, -1.833, 3.416], [-0.504, -2.340, 4.039], [0.683, -1.405, 3.951], [-2.398, 1.595, -2.365], [-1.254, 0.858, -3.065], [-0.986, -0.547, -2.577], [-1.615, 0.748, -4.422], [-3.283, 0.958, -2.371], [-2.664, 2.552, -2.813], [-2.147, 1.793, -1.323], [-0.323, 1.422, -3.007], [-1.847, -1.167, -2.829], [-0.771, -0.695, -1.519], [-0.154, -0.938, -3.163], [-1.044, 0.104, -4.846], [-0.175, 1.995, 1.122], [0.855, 2.680, 0.216], [2.034, 3.339, 0.905], [1.369, 1.655, -0.608], [-0.824, 1.286, 0.607], [-0.798, 2.806, 1.499], [0.216, 1.431, 1.968], [0.467, 3.447, -0.454], [2.690, 3.765, 0.146], [2.530, 2.678, 1.617], [1.764, 4.241, 1.453], [1.975, 1.988, -1.274]], "mulliken_charge": [-0.72, 1.01, -0.76, -0.41, 0.26, 0.27, -0.44, 0.27, 0.27, -0.38, 0.26, 0.25, -0.38, 0.26, 0.27, -1.22, 0.97, -1.20, -0.59, 0.35, 0.35, 0.24, -0.01, 0.38, 0.12, 0.36, 0.32, -1.25, 0.80, -1.42, -0.62, 0.13, 0.43, 0.30, 0.27, 0.40, 0.23, 0.39, 0.26], "lumo_energy_ev": [-0.4, -0.4], "spin_multiplicity": 2, "orbital_gap_ev": [5.28, 7.11], "charge": 0, "s2": 0.755}

---

# 4
{"formula": "C6H25BaO7", "method": "the ωB97M-V functional and the def2-TZVPD basis", "symbols": ["Ba", "O", "H", "C", "O", "H", "H", "H", "H", "C", "O", "H", "H", "H", "H", "C", "O", "H", "H", "H", "H", "C", "O", "H", "H", "H", "H", "C", "O", "H", "H", "H", "H", "C", "O", "H", "H", "H", "H"], "positions_angstrom": [[-0.009, -0.248, 0.113], [2.013, -1.262, -1.326], [2.478, -0.433, -1.468], [1.603, 1.980, -2.357], [0.281, 1.604, -1.936], [1.876, 1.496, -3.291], [1.626, 3.064, -2.491], [2.304, 1.716, -1.572], [-0.352, 2.049, -2.504], [2.375, -1.887, 2.486], [1.017, -1.397, 2.377], [2.424, -2.957, 2.671], [2.901, -1.577, 1.585], [2.877, -1.367, 3.312], [0.589, -1.657, 3.201], [-2.378, 2.591, 0.015], [-1.213, 2.136, 0.723], [-2.374, 2.189, -0.992], [-3.290, 2.281, 0.529], [-2.376, 3.681, -0.044], [-1.047, 2.770, 1.427], [2.270, 1.630, 2.582], [1.747, 1.643, 1.247], [2.531, 2.626, 2.940], [1.508, 1.242, 3.264], [3.139, 0.976, 2.650], [1.995, 2.484, 0.851], [-2.518, -0.640, -2.557], [-2.372, -0.389, -1.138], [-2.423, -1.708, -2.758], [-3.500, -0.317, -2.903], [-1.745, -0.102, -3.096], [-3.209, -0.675, -0.753], [-1.795, -3.632, -0.152], [-0.592, -2.919, 0.104], [-2.185, -4.167, 0.719], [-2.606, -2.955, -0.443], [-1.689, -4.306, -1.005], [0.119, -3.563, -0.010]], "mulliken_charge": [1.57, -0.96, 0.13, -0.74, -0.26, 0.32, 0.34, 0.19, 0.20, -0.69, -0.40, 0.32, 0.30, 0.31, 0.20, -0.60, -0.34, 0.14, 0.29, 0.34, 0.22, -0.69, -0.30, 0.38, 0.23, 0.22, 0.22, -0.66, -0.35, 0.30, 0.34, 0.22, 0.19, -0.61, -0.34, 0.30, 0.10, 0.34, 0.24], "lumo_energy_ev": -2.8, "e_above_lowest_kj_mol": 66.2, "orbital_gap_ev": 7.49, "charge": 1}

---

# 5
{"formula": "C6H25NO7", "method": "the ωB97M-V functional and the def2-TZVPD basis", "symbols": ["N", "H", "H", "H", "H", "O", "H", "O", "C", "C", "O", "H", "H", "H", "H", "C", "O", "H", "H", "H", "H", "C", "O", "H", "H", "H", "H", "C", "O", "H", "H", "H", "H", "C", "O", "H", "H", "H", "H"], "positions_angstrom": [[0.159, -0.033, 0.305], [-0.403, 0.341, 1.056], [0.636, -0.832, 0.697], [0.860, 0.637, 0.022], [-0.404, -0.219, -0.514], [-1.185, 0.840, 2.560], [-1.061, 1.725, 2.955], [1.597, -5.255, 1.413], [2.543, -4.229, 1.658], [2.260, -2.717, 1.502], [1.157, -2.082, 2.135], [3.394, -4.422, 1.005], [3.001, -4.343, 2.641], [2.122, -2.512, 0.440], [3.147, -2.117, 1.704], [-3.100, -1.059, 0.575], [-2.251, -1.450, 1.604], [-2.764, -0.229, -0.047], [-3.505, -1.877, -0.020], [-3.983, -0.741, 1.129], [-1.953, -0.642, 2.028], [1.840, 2.473, -1.727], [2.218, 1.365, -0.964], [0.772, 2.687, -1.771], [2.381, 3.366, -1.415], [2.199, 2.288, -2.740], [3.104, 1.060, -1.174], [-1.970, 3.633, 0.426], [-1.012, 2.670, 0.342], [-2.904, 3.210, 0.796], [-1.678, 4.311, 1.229], [-2.229, 4.135, -0.506], [-1.037, 2.172, 1.163], [-0.036, -0.223, -3.220], [-1.014, -0.475, -2.249], [0.101, 0.841, -3.415], [0.924, -0.560, -2.831], [-0.172, -0.802, -4.133], [-1.752, -0.933, -2.658]], "mulliken_charge": [0.31, -0.06, 0.38, 0.32, 0.28, -1.16, 0.06, -0.97, -0.63, -0.12, -0.81, 0.27, 0.20, -0.02, 0.16, -0.52, -0.41, 0.11, 0.23, 0.28, 0.31, -0.66, -0.52, 0.22, 0.28, 0.34, 0.26, -0.82, -0.18, 0.30, 0.30, 0.25, 0.16, -0.71, -0.49, 0.18, 0.22, 0.38, 0.28], "lumo_energy_ev": 4.2, "e_above_lowest_kj_mol": 191.1, "orbital_gap_ev": 2.36, "charge": -2}

---

# 6
{"formula": "C6H25NO7", "method": "the ωB97M-V functional and the def2-TZVPD basis", "symbols": ["C", "O", "C", "C", "C", "C", "C", "N", "H", "H", "H", "H", "H", "H", "H", "H", "H", "H", "H", "H", "H", "H", "H", "O", "H", "H", "O", "H", "H", "O", "H", "H", "O", "H", "H", "O", "H", "H", "O"], "positions_angstrom": [[-1.102, 0.198, 0.166], [-0.185, 0.298, 1.316], [-1.800, -1.128, 0.196], [-1.109, -2.194, -0.648], [0.349, -2.017, -0.990], [0.589, -1.681, -2.241], [1.124, -3.251, 1.083], [1.348, -2.293, -0.056], [-1.714, 0.999, 0.361], [-0.581, 0.228, -0.834], [0.368, -0.391, 1.190], [-1.679, -1.463, 1.225], [-2.919, -1.263, 0.122], [-1.697, -2.231, -1.607], [-1.080, -3.149, -0.099], [1.451, -1.633, -2.861], [-0.046, -1.336, -2.969], [1.945, -3.188, 1.820], [0.018, -3.329, 1.486], [1.219, -4.297, 0.565], [2.229, -2.621, -0.528], [-1.789, 2.924, 0.188], [-3.436, 2.781, -0.259], [-2.772, 3.223, 0.343], [-0.180, 4.465, 0.272], [0.864, 3.811, -0.720], [0.005, 4.146, -0.663], [-0.739, 1.788, 3.002], [0.102, 0.872, 4.118], [-0.534, 1.640, 4.001], [1.221, 1.413, -0.430], [1.565, 0.701, -1.610], [1.614, 1.635, -1.221], [3.109, -0.713, 1.215], [4.432, -0.728, 0.580], [3.937, -0.382, 1.304], [-1.596, 3.207, -2.869], [-0.869, 2.245, -1.906], [-1.661, 2.718, -2.045]], "mulliken_charge": [0.33, -0.35, -0.80, -1.15, 0.99, -1.71, -0.92, -0.14, 0.46, -0.32, 0.14, 0.21, 0.38, 0.26, 0.50, 0.44, 0.39, 0.31, 0.25, 0.38, 0.35, 0.20, 0.31, -0.62, 0.31, 0.30, -0.58, 0.34, 0.29, -0.62, 0.37, 0.30, -0.65, 0.33, 0.30, -0.62, 0.25, 0.33, -0.52], "lumo_energy_ev": 0.2, "smiles": "C=C(CCCO)NC.O.O.O.O.O.O", "e_above_lowest_kj_mol": 552.3, "orbital_gap_ev": 9.36, "charge": 0}